[1]
{"formula": "C26H82N20O13", "method": "ωB97M-V/def2-TZVPD", "homo_lumo_gap_ha": 0.327, "elements": ["C", "C", "O", "H", "H", "H", "H", "H", "H", "C", "O", "N", "N", "H", "H", "H", "H", "C", "O", "N", "N", "H", "H", "H", "H", "C", "O", "N", "N", "H", "H", "H", "H", "C", "O", "N", "N", "H", "H", "H", "H", "C", "O", "N", "N", "H", "H", "H", "H", "C", "O", "N", "N", "H", "H", "H", "H", "C", "O", "N", "N", "H", "H", "H", "H", "C", "O", "N", "N", "H", "H", "H", "H", "C", "C", "C", "O", "C", "N", "H", "H", "H", "H", "H", "H", "H", "H", "H", "H", "H", "C", "C", "C", "O", "C", "N", "H", "H", "H", "H", "H", "H", "H", "H", "H", "H", "H", "C", "C", "C", "O", "C", "N", "H", "H", "H", "H", "H", "H", "H", "H", "H", "H", "H", "C", "C", "C", "O", "C", "N", "H", "H", "H", "H", "H", "H", "H", "H", "H", "H", "H"], "coordinates": [[2.68881, -5.10348, -2.77712], [2.47184, -4.23511, -1.53614], [3.52903, -3.29808, -1.40187], [1.80080, -5.70299, -2.97439], [3.55134, -5.74373, -2.57341], [2.92791, -4.46051, -3.62377], [2.27226, -4.90873, -0.70022], [1.55887, -3.68812, -1.78359], [4.29625, -3.80100, -1.10435], [-4.09962, 3.45961, 3.01311], [-4.25843, 2.48164, 2.26777], [-4.03219, 3.31532, 4.34188], [-3.72932, 4.68467, 2.52892], [-4.13338, 2.37230, 4.67643], [-4.10865, 4.09544, 4.96842], [-3.46038, 5.44823, 3.11998], [-3.67172, 4.83155, 1.53782], [-2.95241, -2.53118, -3.05168], [-1.87654, -2.88222, -2.56539], [-3.56839, -1.37229, -2.69894], [-3.53610, -3.19953, -4.08344], [-4.40381, -1.09489, -3.17640], [-3.19338, -0.82496, -1.94697], [-4.42860, -2.87956, -4.40628], [-2.94974, -3.82310, -4.60376], [-6.15795, 0.64883, -0.09119], [-6.81349, 0.03370, -0.93787], [-5.05416, 0.22933, 0.58473], [-6.36633, 1.99315, 0.05423], [-4.53511, 0.84760, 1.18569], [-4.91067, -0.76839, 0.57768], [-7.16763, 2.30459, -0.47477], [-5.94126, 2.49550, 0.81503], [5.18510, -1.11758, 1.76908], [4.33970, -1.75215, 2.39884], [4.93162, -0.67619, 0.49649], [6.43624, -0.84713, 2.21371], [4.08006, -0.95949, 0.05063], [5.54653, 0.02566, 0.13005], [6.53188, -1.06054, 3.19217], [7.09845, -0.40779, 1.60960], [3.18124, -0.61569, -4.22665], [3.78386, 0.10137, -3.41754], [3.03602, -0.17950, -5.52793], [2.48752, -1.71598, -3.93210], [3.35246, 0.71750, -5.84215], [2.80045, -0.85061, -6.23675], [2.16800, -2.28520, -4.69249], [2.71136, -2.11003, -3.02603], [1.12009, 4.33972, 1.31634], [1.85721, 3.36469, 1.32550], [1.66188, 5.59202, 1.48335], [-0.22506, 4.35818, 1.23060], [1.16624, 6.46137, 1.49369], [2.64746, 5.59061, 1.68306], [-0.71679, 3.46747, 1.27182], [-0.83234, 5.14840, 1.32743], [4.49464, 2.34362, -0.73774], [4.98852, 2.96309, 0.20569], [3.21781, 1.92471, -0.76997], [5.17792, 1.95460, -1.86631], [2.61122, 2.28635, -0.03897], [2.90668, 1.39691, -1.56755], [4.74250, 1.47009, -2.63703], [6.10581, 2.33652, -1.92104], [-6.13232, 3.91680, -3.06455], [-6.97620, 4.43437, -2.33394], [-5.52631, 4.56414, -4.09135], [-5.71491, 2.63171, -2.90605], [-4.85757, 4.20044, -4.73928], [-5.74264, 5.54123, -4.19446], [-4.96181, 2.33730, -3.49528], [-5.97352, 2.12556, -2.07242], [0.61548, 3.93088, -2.73674], [1.68520, 4.91628, -3.21792], [2.60461, 5.37759, -2.05932], [3.68414, 6.19171, -2.41520], [4.73447, 6.24498, -1.47866], [2.48467, 4.24248, -4.26317], [-0.12727, 3.77527, -3.52468], [0.02283, 4.30153, -1.89762], [0.98807, 2.92699, -2.52157], [1.14640, 5.75450, -3.66628], [2.95639, 4.42598, -1.63601], [2.11199, 5.85139, -1.19862], [5.65192, 6.50780, -2.00567], [4.91971, 5.33463, -0.90103], [4.46206, 7.06946, -0.80564], [3.38881, 4.71464, -4.25300], [2.69527, 3.34121, -3.83233], [-2.37374, 2.19882, -1.03462], [-1.72533, 1.12600, -0.12208], [-0.38859, 0.69397, -0.70018], [0.05095, -0.44176, 0.00507], [1.11556, -1.19291, -0.51656], [-1.46862, 1.68990, 1.18613], [-1.82253, 2.36599, -1.96416], [-2.69819, 3.10417, -0.53035], [-3.27847, 1.79323, -1.50683], [-2.33394, 0.21557, -0.16185], [0.39422, 1.45865, -0.67931], [-0.61357, 0.40405, -1.73681], [1.16530, -1.12212, -1.60538], [0.92615, -2.22126, -0.20813], [1.99157, -0.79326, 0.00821], [-2.30974, 1.71553, 1.75346], [-0.81688, 1.10664, 1.70649], [-2.04661, -3.19463, 0.75776], [-2.05512, -2.92153, 2.26214], [-2.10123, -4.19500, 3.09158], [-3.20725, -4.98979, 2.68142], [-2.89075, -6.35119, 2.61182], [-0.92185, -2.00198, 2.58758], [-2.16094, -2.20555, 0.30436], [-2.83021, -3.83921, 0.36226], [-1.08356, -3.55253, 0.38448], [-3.01070, -2.44277, 2.50373], [-2.15134, -3.86814, 4.13489], [-1.18763, -4.78720, 2.97429], [-2.61267, -6.76027, 3.58990], [-2.09858, -6.56001, 1.88509], [-3.76234, -6.93095, 2.30399], [-0.13228, -2.54534, 2.24975], [-1.10151, -1.25066, 1.93132], [-0.07269, -5.64517, 5.57332], [1.32276, -5.04538, 5.45884], [1.48455, -3.94692, 4.42520], [1.29640, -4.53300, 3.15778], [2.11515, -3.88129, 2.18353], [1.66867, -4.62317, 6.83505], [-0.00565, -6.53637, 6.20696], [-0.50632, -6.06563, 4.66247], [-0.81529, -4.98875, 6.02701], [2.02030, -5.86109, 5.23281], [2.48596, -3.53185, 4.58672], [0.74756, -3.15099, 4.57470], [1.75154, -4.05505, 1.16914], [3.17224, -4.10543, 2.30863], [2.02151, -2.79277, 2.24683], [2.65282, -4.35353, 6.79311], [1.71925, -5.43550, 7.44134]]}

=====

[2]
{"formula": "C26H82N6O12", "method": "ωB97M-V/def2-TZVPD", "homo_lumo_gap_ha": 0.334, "smiles": "COC[C@H](C)N.COC[C@H](C)N.COC[C@H](C)N.COC[C@H](C)N.COC[C@H](C)N.COC[C@H](C)N.CO.CO.O.O.O.O", "elements": ["C", "O", "C", "C", "C", "N", "H", "H", "H", "H", "H", "H", "H", "H", "H", "H", "H", "C", "O", "C", "C", "C", "N", "H", "H", "H", "H", "H", "H", "H", "H", "H", "H", "H", "C", "O", "C", "C", "C", "N", "H", "H", "H", "H", "H", "H", "H", "H", "H", "H", "H", "C", "O", "C", "C", "C", "N", "H", "H", "H", "H", "H", "H", "H", "H", "H", "H", "H", "C", "O", "C", "C", "C", "N", "H", "H", "H", "H", "H", "H", "H", "H", "H", "H", "H", "C", "O", "C", "C", "C", "N", "H", "H", "H", "H", "H", "H", "H", "H", "H", "H", "H", "C", "O", "H", "H", "H", "H", "C", "O", "H", "H", "H", "H", "O", "H", "H", "O", "H", "H", "O", "H", "H", "O", "H", "H"], "coordinates": [[-7.82095, -0.68930, -2.81361], [-6.72679, -0.84777, -1.92405], [-5.45026, -1.09748, -2.56465], [-4.29370, -0.38826, -1.70881], [-4.09498, 1.15521, -1.88678], [-3.00392, -1.02823, -1.84523], [-8.62332, -0.98581, -2.13805], [-7.82633, -1.47912, -3.56478], [-8.06254, 0.31960, -3.14807], [-5.19765, -2.14809, -2.70787], [-5.45242, -0.54798, -3.50601], [-4.57554, -0.47771, -0.65969], [-4.93824, 1.82938, -1.73671], [-3.59725, 1.30792, -2.84441], [-3.32241, 1.41282, -1.16231], [-2.45450, -0.61695, -1.10423], [-3.12759, -2.00647, -1.62651], [1.13769, -2.81553, 5.81980], [1.22519, -2.20104, 4.52873], [2.39537, -2.75859, 3.81196], [2.51659, -2.03129, 2.42988], [1.39199, -2.39120, 1.49839], [3.72492, -2.51040, 1.77866], [1.97900, -2.49922, 6.43644], [1.19593, -3.90138, 5.74476], [0.18556, -2.49535, 6.24295], [3.29236, -2.63690, 4.41917], [2.30357, -3.83360, 3.65694], [2.70604, -0.96275, 2.53206], [0.37281, -2.08028, 1.72793], [1.25284, -3.46353, 1.36114], [1.58801, -1.95877, 0.51723], [3.85557, -2.09815, 0.86593], [4.53305, -2.24342, 2.32248], [2.87049, 1.81764, 6.93503], [1.78154, 1.90256, 6.01831], [1.25689, 0.59185, 5.69318], [-0.04548, 0.80261, 4.82760], [0.31223, 1.37931, 3.46862], [-0.97999, 1.72132, 5.38331], [3.18458, 2.73139, 7.43954], [3.80708, 1.37673, 6.59371], [2.55557, 1.20317, 7.77844], [2.06911, 0.06951, 5.18766], [0.89379, 0.03820, 6.55905], [-0.53328, -0.15166, 4.62880], [0.93573, 2.24876, 3.67693], [-0.57061, 1.65229, 2.89054], [0.90454, 0.68874, 2.86831], [-0.40877, 2.48576, 5.71412], [-1.25504, 1.33160, 6.27358], [4.10965, -1.86159, -6.28609], [3.72670, -2.53621, -5.07755], [3.86958, -1.62995, -4.02595], [3.64905, -2.30978, -2.68235], [3.53590, -1.37209, -1.52594], [4.67388, -3.24110, -2.36902], [3.90460, -2.52512, -7.12619], [5.18124, -1.67567, -6.35838], [3.76076, -0.86169, -6.54411], [4.82744, -1.11015, -4.04618], [3.10237, -0.86325, -4.13396], [2.73074, -2.89589, -2.71835], [4.36645, -0.68320, -1.37191], [3.37920, -1.94921, -0.61464], [2.62244, -0.78871, -1.64150], [5.57865, -2.80921, -2.49135], [4.67220, -3.96025, -3.07819], [2.27106, 2.90517, 0.17697], [3.25885, 3.18049, 1.16162], [3.06068, 4.38026, 1.89099], [4.18402, 4.53614, 2.98599], [5.59004, 4.64846, 2.38513], [4.15954, 3.43524, 3.93475], [1.28459, 2.74612, 0.61249], [2.46718, 2.07562, -0.50236], [2.19804, 3.74606, -0.51271], [3.07426, 5.20848, 1.18249], [2.06452, 4.49840, 2.31737], [3.91300, 5.46968, 3.47909], [6.26522, 4.70405, 3.23903], [5.64352, 5.62414, 1.90212], [5.85881, 3.86010, 1.68203], [4.68768, 3.78928, 4.71950], [3.19995, 3.32641, 4.23044], [-4.66605, -3.91062, -6.06451], [-4.33283, -2.52826, -6.10478], [-3.14837, -2.14331, -5.41437], [-2.90420, -0.69690, -5.34853], [-2.50889, 0.01165, -6.64988], [-1.96248, -0.24858, -4.36006], [-4.84423, -4.27646, -5.05331], [-4.00307, -4.56509, -6.63040], [-5.66634, -4.03690, -6.47873], [-3.30499, -2.48580, -4.39150], [-2.23593, -2.56174, -5.83918], [-3.88650, -0.27024, -5.14573], [-3.29154, 0.02266, -7.40846], [-1.59912, -0.47509, -7.00130], [-2.22046, 1.05889, -6.55937], [-2.31272, -0.45475, -3.43544], [-1.89666, 0.75903, -4.38239], [-0.49153, 0.35170, -0.24223], [-1.08375, 1.47774, 0.41534], [-0.79818, -0.58837, 0.21638], [-0.70642, 0.37491, -1.31058], [0.56833, 0.55630, -0.09077], [-0.99362, 2.20621, -0.20338], [-2.81908, 4.10387, 2.73367], [-1.91884, 3.95625, 3.78306], [-3.73217, 3.53754, 2.91707], [-3.09023, 5.14133, 2.53806], [-2.46773, 3.63747, 1.81328], [-1.76968, 3.01177, 3.86856], [-2.47710, -2.77667, 0.95327], [-3.09617, -3.46126, 0.69967], [-1.80102, -2.80164, 0.27612], [-2.87820, -0.21035, 1.81587], [-2.75556, -1.12430, 1.55917], [-2.10820, 0.24133, 1.47044], [-0.83553, -2.96982, -1.07120], [-0.62393, -2.49117, -1.87267], [-0.10928, -3.58321, -0.95917], [-1.05968, 3.30097, -1.94538], [-1.51781, 4.12608, -1.78558], [-1.38882, 3.00414, -2.79379]]}

=====

no.,electronic energy (eV),maximum force (eV/A),HOMO energy (eV)
1,-84717.357,3.0,-8.88
2,-61796.526,4.2,-8.96